246
Properties=species:S:1:pos:R:3:forces:R:3 method="wB97M-V/def2-TZVPD" largest_force_ev_per_a=5.52 gap_ev="7.594 / 1.108" total_charge=+10 spin_multiplicity=2 s_squared=0.753
C -2.136818 5.461535 0.816739 0.46 -1.27 -0.63
C -3.284481 4.518475 1.121997 -1.72 1.41 -1.08
C -3.974776 4.069631 -0.242872 0.52 0.93 1.41
N -5.079918 3.083936 -0.077174 0.06 -0.82 -0.26
C -6.107902 3.575039 0.886999 0.94 1.09 0.82
C -5.762085 2.809862 -1.461347 0.96 0.06 0.43
C -5.829386 1.305994 -1.532509 -1.57 -0.63 -1.57
C -5.613495 0.767267 -0.173567 0.93 -0.17 1.07
C -4.569948 1.704100 0.402503 -0.13 0.59 -1.09
H -2.371702 6.155366 0.009559 -0.16 0.14 0.22
H -1.398060 4.765940 0.418644 1.05 0.60 0.09
H -1.844015 6.007164 1.713767 0.34 -0.12 -0.25
H -3.916778 5.226651 1.657522 -0.93 -0.63 0.09
H -3.046278 3.713587 1.817353 0.19 -0.20 -0.29
H -3.227899 3.734356 -0.962507 0.10 -0.81 0.14
H -4.390495 4.909479 -0.799596 -0.21 0.38 0.55
H -5.571302 3.629289 1.834219 -0.51 -0.55 0.31
H -7.014985 2.970871 0.904522 0.24 0.14 -0.06
H -6.272595 4.637472 0.707517 -0.61 -0.16 -0.56
H -6.720777 3.327366 -1.495867 0.14 -0.02 0.14
H -5.105719 3.191183 -2.243567 -0.14 0.29 0.15
H -6.829660 0.994777 -1.833642 -0.02 0.10 -0.34
H -5.177412 0.866495 -2.287399 0.34 0.23 0.04
H -6.564164 0.816527 0.357373 0.28 -0.45 0.41
H -5.156937 -0.222233 -0.196702 -0.61 -0.30 0.20
H -4.287270 1.590536 1.449072 -0.67 0.65 0.15
H -3.638043 1.569907 -0.146722 0.14 -0.05 -0.24
C 2.805083 6.846904 -1.404217 0.31 0.20 0.16
C 3.676421 6.855943 -0.113518 -1.34 -0.66 0.39
C 3.415491 5.529913 0.655995 1.75 0.43 0.22
N 4.629184 5.084086 1.499726 0.51 -1.65 0.73
C 5.821345 4.649736 0.617156 -0.17 0.99 -1.01
C 4.291934 3.845440 2.357651 -0.37 -0.01 0.85
C 5.304044 3.828073 3.537504 0.00 -0.45 -2.02
C 5.352749 5.318025 3.846905 -0.59 -1.08 1.68
C 4.998435 6.089442 2.602156 0.54 1.06 -0.08
H 2.966340 5.936186 -1.980995 1.07 0.16 -0.40
H 3.022939 7.766386 -1.947543 -0.02 -0.34 -0.38
H 1.719577 6.750999 -1.380189 -0.24 0.63 1.19
H 3.426232 7.620454 0.622029 -0.54 0.37 -0.39
H 4.708511 7.140333 -0.318511 0.15 -0.77 -0.39
H 3.214014 4.655484 0.037208 -0.09 0.13 -0.30
H 2.590054 5.713546 1.343765 0.06 -0.30 0.12
H 5.824448 3.621509 0.255417 -0.57 -0.32 0.91
H 6.799536 4.872863 1.043136 -0.34 0.11 0.34
H 5.741970 5.170906 -0.336877 0.09 0.59 0.29
H 4.168471 2.940171 1.763219 0.56 0.13 -0.36
H 3.317605 3.967466 2.830842 -0.27 0.68 -0.21
H 6.234816 3.382376 3.186648 0.24 0.25 0.12
H 4.956011 3.198906 4.356736 -0.08 0.21 0.00
H 6.269322 5.587313 4.371764 -0.01 0.31 -0.40
H 4.546653 5.414398 4.574247 0.04 0.56 0.17
H 5.838047 6.760726 2.421765 0.04 -0.28 -1.14
H 4.159483 6.773630 2.729185 -0.20 -0.34 0.04
C 0.624237 2.734974 1.582645 -0.55 0.46 0.73
C 0.585612 1.505603 0.624393 0.79 1.77 0.40
C -0.088189 1.910341 -0.699511 -1.24 -1.43 0.36
N -0.434605 0.709752 -1.648028 1.47 1.69 0.22
C 0.933287 0.240572 -2.160855 -2.23 -0.47 0.26
C -1.334599 1.179401 -2.821301 -0.24 -1.22 0.42
C -2.094776 -0.114390 -3.208019 -0.21 0.00 0.37
C -2.150610 -1.013398 -1.944252 0.55 -0.13 -0.42
C -1.277999 -0.340272 -0.904364 0.47 0.90 -0.26
H 0.789316 3.719535 1.145046 0.15 -0.22 -0.75
H 1.431330 2.659971 2.311399 0.10 -0.37 -0.10
H -0.262868 2.924587 2.186946 -0.39 -0.46 -0.12
H 0.219048 0.628475 1.157663 -0.28 0.06 -0.28
H 1.665688 1.416551 0.507748 0.03 -0.79 -0.69
H 0.540552 2.645917 -1.201225 -0.26 -0.15 -0.32
H -1.103290 2.281932 -0.559569 0.23 0.63 0.49
H 1.472220 -0.176042 -1.309921 0.09 0.07 -0.22
H 1.406088 1.121767 -2.594510 0.12 -0.43 -0.19
H 0.613094 -0.528500 -2.863764 0.94 -0.05 -0.33
H -0.804500 1.629252 -3.660774 0.44 -0.09 0.32
H -1.985568 1.947465 -2.403678 -0.15 -0.15 -0.01
H -1.596217 -0.740325 -3.948120 0.15 0.64 -0.37
H -3.092806 0.098300 -3.591160 0.13 0.12 -0.06
H -1.676118 -1.956725 -2.214623 -0.34 -0.21 0.13
H -3.161912 -1.213965 -1.590504 0.10 0.10 0.07
H -0.593683 -0.993590 -0.363076 -0.14 0.05 -0.03
H -1.883314 0.235608 -0.204318 0.13 -0.05 0.14
C -6.944120 -2.463713 1.586977 0.25 1.45 0.54
C -5.935911 -3.336043 0.841911 -0.96 -0.57 -0.01
C -4.762026 -3.659752 1.721775 -0.13 -1.66 0.14
N -3.748664 -4.747778 1.194091 -0.34 -0.72 1.29
C -4.547955 -6.071496 0.746541 -0.14 1.51 -0.43
C -2.788289 -4.286282 0.132067 0.50 -0.58 -0.08
C -1.537822 -3.708618 0.843303 -0.02 -0.34 -0.18
C -1.648120 -4.126903 2.305790 -0.01 1.05 -0.02
C -2.801502 -5.073071 2.443558 -0.69 -0.08 -0.66
H -6.509961 -1.466909 1.664303 -0.33 0.51 -0.37
H -7.162546 -2.623606 2.642832 0.35 -1.09 0.05
H -7.937539 -2.438196 1.139119 0.29 0.12 -0.39
H -5.570339 -2.846481 -0.060751 -0.22 0.20 -0.20
H -6.555959 -4.175929 0.528504 0.61 -0.43 -0.04
H -5.078606 -4.167957 2.632602 -0.36 0.42 0.05
H -4.279123 -2.721065 1.993382 0.67 -0.24 -0.04
H -5.068980 -6.572339 1.562500 0.65 0.17 0.40
H -3.911227 -6.721106 0.145966 0.33 0.05 0.59
H -5.354026 -5.762514 0.081046 0.23 0.27 -0.04
H -2.531790 -5.200875 -0.402573 0.24 0.07 0.01
H -3.225464 -3.638120 -0.627437 -0.40 0.12 0.41
H -0.592573 -4.079202 0.446740 -0.21 -0.02 -0.52
H -1.494899 -2.620381 0.887939 -0.12 0.03 -0.69
H -0.709806 -4.493568 2.722005 -0.24 -0.10 0.07
H -1.896293 -3.159942 2.743384 0.01 -0.38 1.01
H -2.501216 -6.120769 2.427930 -0.21 0.02 -0.30
H -3.337099 -4.868919 3.370679 -0.27 -0.34 -0.27
C 2.083651 -2.974771 3.607060 -0.74 0.50 0.42
C 1.422598 -1.564896 3.902389 0.55 -1.26 -0.52
C 1.977008 -1.052170 5.220683 -1.28 -0.40 0.65
N 1.187433 0.077724 5.882986 -0.55 -0.36 -0.12
C -0.289396 -0.312476 6.277879 0.96 0.93 -0.46
C 1.180486 1.317424 5.048464 -1.28 1.11 -0.58
C 2.209961 2.297249 5.555496 0.53 0.30 -0.52
C 2.984445 1.514967 6.608085 0.46 0.36 0.34
C 1.963983 0.556504 7.154579 -0.81 -0.76 -0.62
H 3.165639 -2.936868 3.480667 -0.12 0.15 -0.34
H 1.550536 -3.462170 2.790772 0.39 0.22 -0.50
H 1.929074 -3.699924 4.406032 -0.09 0.34 0.45
H 0.344425 -1.724244 3.917802 -0.08 -0.04 0.50
H 1.549422 -0.909726 3.040545 0.48 0.28 0.01
H 3.037931 -0.802086 5.223217 -0.16 0.19 -0.22
H 1.837404 -1.890529 5.903163 0.28 0.06 0.26
H -0.325674 -1.043819 7.085291 0.29 0.15 -0.05
H -0.913527 -0.620767 5.439113 0.63 -0.35 -0.26
H -0.721875 0.651438 6.546063 0.07 -0.23 0.62
H 0.203669 1.800483 5.072593 -0.27 -0.40 0.14
H 1.406668 1.218253 3.986818 -0.26 -1.23 0.16
H 1.851719 3.250620 5.943899 -0.51 -0.34 0.25
H 2.672582 2.570814 4.607209 1.19 0.24 0.53
H 3.333806 2.160688 7.413746 0.14 -0.05 -0.02
H 3.846149 0.961475 6.234979 0.05 0.16 -0.10
H 1.162510 1.016207 7.732856 0.43 0.12 0.41
H 2.385254 -0.326920 7.634371 -0.20 0.13 0.23
C 2.675595 -2.076218 -8.209104 0.62 0.52 0.79
N 3.165073 -1.499293 -6.882013 0.13 -0.45 2.52
C 1.965418 -1.113372 -5.953571 -0.07 -1.01 -1.92
C 3.915694 -2.637260 -6.096657 -0.25 0.87 -1.00
C 4.061801 -0.231652 -7.032116 -0.75 -0.79 -0.09
C 4.684169 0.261792 -5.768230 1.07 1.33 0.83
O 3.750723 0.830335 -4.877927 -1.97 -0.41 0.54
H 1.880505 -1.426712 -8.575278 0.21 -0.11 -0.24
H 2.337451 -3.091404 -8.001319 -0.20 0.18 -0.16
H 3.545557 -2.115163 -8.864647 -0.25 0.08 -0.23
H 1.201230 -1.844019 -6.218643 0.06 -0.48 0.52
H 1.483660 -0.196027 -6.291921 0.71 0.38 0.26
H 2.267392 -1.150129 -4.906875 -0.08 0.31 -0.40
H 4.898371 -2.757859 -6.552630 -0.02 0.01 0.08
H 3.367909 -3.576386 -6.174574 -0.19 0.22 -0.30
H 3.988150 -2.395244 -5.036337 0.14 0.38 -0.26
H 3.373711 0.515330 -7.427897 0.21 0.09 -0.15
H 4.869497 -0.415579 -7.740574 -0.21 -0.30 -0.17
H 5.331852 1.081429 -6.079363 0.36 -0.15 -0.38
H 5.318343 -0.418789 -5.200143 0.09 -0.51 -0.48
H 4.103956 1.362218 -4.161042 0.72 0.07 -0.48
C -5.205382 -1.611002 -5.294848 0.92 3.49 1.65
C -5.602217 -2.431787 -6.406327 -1.19 -2.27 0.28
C -4.604946 -3.521878 -6.790059 -0.24 -0.17 -1.31
C -3.490128 -3.003010 -7.708532 0.08 -2.11 -0.06
N -2.343386 -4.022730 -7.908795 3.00 -0.95 0.90
C -1.295061 -3.517565 -8.976289 -2.27 -1.50 -0.95
C -0.785758 -4.848688 -9.652456 2.03 1.21 0.54
C -1.315285 -6.070537 -8.917509 -1.42 1.08 -0.37
C -2.596901 -5.495741 -8.335804 -1.40 -0.25 -0.14
C -1.490881 -4.140838 -6.668719 0.22 0.85 -0.31
H -4.201973 -1.199922 -5.405681 0.61 -0.13 0.26
H -5.388665 -1.952469 -4.276069 0.33 -0.64 -0.06
H -5.790814 -0.692491 -5.336295 -0.25 0.17 0.11
H -6.056820 -1.814359 -7.181062 0.39 -0.50 -0.47
H -6.400400 -2.993614 -5.921207 -0.66 -0.22 -0.87
H -5.190627 -4.250060 -7.351156 0.16 -0.14 -0.25
H -4.249561 -4.107702 -5.942347 0.17 0.44 0.39
H -2.992887 -2.111064 -7.327358 -0.15 0.16 -0.38
H -3.905748 -2.953070 -8.714953 0.07 0.81 0.06
H -0.611248 -2.738716 -8.638781 -0.01 -0.40 0.55
H -1.978208 -3.041997 -9.680029 0.40 0.21 -0.27
H 0.286187 -5.018459 -9.551405 0.33 0.88 -0.46
H -1.003586 -4.677658 -10.706686 -0.15 -0.95 0.03
H -0.688073 -6.466681 -8.118892 0.30 0.23 -0.21
H -1.483418 -6.876187 -9.632176 -0.34 -0.05 0.20
H -2.923875 -6.092305 -7.484162 -0.37 0.44 0.12
H -3.388233 -5.454750 -9.084268 -0.04 -0.09 0.01
H -0.547238 -4.659278 -6.838585 -0.34 -0.44 -0.55
H -1.979661 -4.632518 -5.827629 -0.27 0.48 -0.08
H -1.150175 -3.111719 -6.555032 -0.32 0.13 1.07
C 1.710867 3.520503 9.876664 0.22 -0.35 -0.12
C 1.209214 4.308353 8.680216 -0.93 1.06 0.54
C -0.250092 4.020156 8.393999 -1.38 -0.49 -0.79
C -1.010065 4.916534 7.379882 -0.37 -0.15 0.41
N -2.530247 4.593715 7.179861 0.46 0.83 -0.87
C -2.623626 3.407091 6.256923 -2.33 -0.49 0.80
C -2.566016 3.888687 4.825636 1.23 -0.96 0.28
C -2.961386 5.320310 4.862630 -0.58 2.09 0.25
C -3.161297 5.774185 6.323079 0.96 -1.21 0.04
C -3.272003 4.466510 8.500746 1.03 -0.37 -0.96
H 1.306138 2.511575 9.956370 0.26 -0.45 -0.65
H 1.423367 3.872088 10.867539 0.34 0.78 -0.20
H 2.785991 3.531661 9.697538 0.11 -0.42 1.02
H 1.892254 4.166779 7.842663 -0.24 -0.02 -0.28
H 1.237531 5.366177 8.941571 0.42 0.18 -0.09
H -0.798135 4.034667 9.336097 0.14 0.20 0.13
H -0.355214 2.991894 8.048004 0.01 -0.46 -0.09
H -0.647490 4.803263 6.358217 0.44 0.28 0.06
H -0.957348 5.958218 7.696438 0.01 0.00 -0.11
H -3.634420 3.028888 6.409736 -0.07 -0.18 0.30
H -1.959168 2.575549 6.491718 0.25 0.45 0.31
H -3.209458 3.308420 4.164290 0.06 -0.19 0.19
H -1.526336 3.686498 4.568203 0.14 0.51 -0.86
H -3.924012 5.504335 4.385586 0.17 -0.09 -0.34
H -2.241369 6.030420 4.455904 0.05 -0.35 -0.48
H -4.219346 5.907897 6.548335 0.25 -0.15 0.47
H -2.580170 6.679173 6.500258 -0.35 -0.09 0.44
H -2.946199 5.386558 8.986005 -0.61 -0.32 0.73
H -2.906004 3.539551 8.942208 -0.02 0.36 0.48
H -4.343068 4.355096 8.331926 0.11 0.41 -0.04
C 4.301369 -8.177863 -3.692391 -2.72 4.58 1.42
C 4.332603 -6.626118 -3.773305 0.09 -2.39 3.91
C 4.450690 -5.865085 -2.366123 0.14 0.54 -1.81
C 4.917755 -4.365668 -2.500314 1.01 0.20 0.95
N 5.182713 -3.664204 -1.135169 -0.72 0.53 0.65
C 5.481841 -2.140337 -1.236688 1.40 0.12 -0.61
C 4.585881 -1.331837 -0.248273 0.70 -0.28 -1.72
C 3.932373 -2.426178 0.562499 0.98 0.15 0.74
C 3.882072 -3.634032 -0.318500 0.11 -0.68 -0.69
C 6.315756 -4.406613 -0.310774 -1.55 0.05 -0.28
H 3.796941 -8.661665 -4.528804 0.29 -0.45 -1.18
H 4.023112 -8.574466 -2.715976 0.58 -0.16 0.29
H 5.320238 -8.501138 -3.905689 2.11 -1.53 -0.76
H 3.496224 -6.211185 -4.335806 -0.38 0.19 -1.00
H 5.177110 -6.384706 -4.418774 0.78 0.29 -1.20
H 5.120210 -6.404554 -1.696194 -0.17 -0.16 -0.05
H 3.428855 -5.854170 -1.986861 -0.01 -0.21 0.42
H 4.215755 -3.723820 -3.032594 -0.19 -0.16 0.11
H 5.895628 -4.223489 -2.960374 -0.04 -0.55 -0.46
H 6.552942 -2.031214 -1.066592 -0.04 -0.04 0.42
H 5.407551 -1.795173 -2.267916 -0.50 -0.31 -0.12
H 5.144068 -0.554844 0.274035 0.29 -0.57 0.45
H 3.917432 -0.720476 -0.854507 -0.57 -0.33 -0.07
H 4.661149 -2.726237 1.315448 -0.52 0.54 0.85
H 2.961283 -2.091105 0.926915 0.16 -0.54 0.44
H 3.887523 -4.608144 0.170556 -0.71 0.25 0.25
H 3.033015 -3.487405 -0.986115 0.12 -0.56 -0.46
H 7.190635 -4.637034 -0.918721 -0.09 0.42 -0.08
H 5.846231 -5.330792 0.026159 0.23 -0.06 -0.04
H 6.537811 -3.827942 0.585844 0.18 0.17 -0.33